1.
Entry from the OMol25 dataset: 3 unconnected molecules or ions with the total composition C3H13NO3 at a distorted geometry (ωB97M-V/def2-TZVPD).

The geometry in XYZ format:
```
20
Properties=species:S:1:pos:R:3:nbo_charge:R:1
C -1.713 -1.127 -2.205 -0.4646
N -0.337 -0.839 -1.939 -0.1146
C -0.068 -1.276 -0.583 -0.3626
C 1.252 -0.568 0.136 -0.0758
O 1.508 0.805 -0.506 -0.7002
H -2.252 -0.493 -1.458 0.2660
H -1.909 -2.139 -2.107 0.2771
H -1.995 -0.838 -3.204 0.2594
H 0.487 -1.327 -2.373 0.4427
H -0.971 -0.938 0.107 0.2685
H 0.064 -2.381 -0.503 0.2971
H 0.982 -0.207 1.203 0.2189
H 2.112 -1.294 0.229 0.2245
H 0.762 0.978 -1.201 0.4592
H 2.572 3.156 3.014 0.4749
H 1.850 1.881 2.716 0.4466
O 2.674 2.170 3.035 -0.9205
H -2.077 1.496 2.523 0.4844
H -1.050 1.644 1.560 0.4548
O -1.889 1.296 1.558 -0.9357
```

2S+1   2
Charge   +1
Frontier orbital gap (alpha / beta)   10.40 / 4.92 eV
Highest occupied orbital energy (alpha / beta)   -13.980 / -13.980 eV

***

2.
Entry from the OMol25 dataset: 3 unconnected molecules or ions with the total composition C3H13NO3S at a distorted geometry (ωB97M-V/def2-TZVPD).

The geometry in XYZ format:
```
21
Properties=species:S:1:pos:R:3:nbo_charge:R:1
C -0.880 0.963 -0.264 -0.2369
C 0.236 2.020 -0.253 -0.4903
S 1.144 2.284 -1.867 -0.0958
N -0.774 0.181 0.985 -0.6467
C -2.065 -0.411 1.430 0.1015
O -2.281 -1.652 0.787 -0.7396
H -0.798 0.277 -1.125 0.1767
H -1.861 1.415 -0.301 0.1983
H -0.242 2.947 0.055 0.2173
H 1.049 1.772 0.434 0.2239
H 0.317 1.475 -2.572 0.1247
H -0.103 -0.565 0.860 0.3730
H -2.899 0.258 1.196 0.1604
H -1.925 -0.502 2.500 0.1611
H -1.495 -1.972 0.355 0.4745
H 2.540 -2.255 1.613 0.4734
H 2.433 -0.964 0.815 0.4722
O 1.963 -1.503 1.450 -0.9421
H 1.778 -0.483 -2.089 0.4744
H 2.340 -1.887 -2.055 0.4680
O 1.525 -1.395 -1.952 -0.9481
```

Frontier orbital gap   9.35 eV
Highest occupied orbital energy   -9.001 eV

***

3.
Entry from the OMol25 dataset: 5 unconnected molecules or ions with the total composition C3H13NO4 at a distorted geometry (ωB97M-V/def2-TZVPD).

The geometry in XYZ format:
```
21
Properties=species:S:1:pos:R:3:nbo_charge:R:1
C -1.182 0.685 -1.117 -0.0631
C -2.257 1.337 -0.703 -0.4268
C -1.476 -1.603 -1.077 -0.0125
N -0.749 -0.615 -0.813 -0.4498
H -0.386 1.284 -1.545 0.2147
H -3.122 0.912 -0.215 0.2025
H -2.314 2.415 -0.794 0.2100
H -1.144 -2.624 -0.884 0.1681
H -2.516 -1.589 -1.419 0.1566
H -1.503 1.853 2.055 0.4756
H -0.688 0.757 1.261 0.4823
O -1.107 0.981 2.098 -0.9577
H 0.340 -1.450 1.280 0.4860
H 1.512 -2.054 0.577 0.4704
O 1.198 -1.850 1.469 -0.9333
H 3.157 0.486 -0.770 0.4936
H 2.735 -0.705 -1.564 0.4500
O 3.197 0.131 -1.681 -0.9511
H 2.026 1.172 1.727 0.4808
H 2.086 -0.224 1.217 0.4910
O 2.192 0.703 0.900 -0.9873
```

Frontier orbital gap   10.37 eV
Highest occupied orbital energy   -9.999 eV

***

4.
Entry from the OMol25 dataset: 4 unconnected molecules or ions with the total composition C3H13O3S at a distorted geometry (ωB97M-V/def2-TZVPD).

The geometry in XYZ format:
```
20
Properties=species:S:1:pos:R:3:nbo_charge:R:1
C -1.685 0.973 1.846 -0.6222
C -0.182 0.792 1.837 -0.4290
C 0.229 -0.162 0.706 -0.4637
S 0.015 0.175 -1.227 0.0157
H -2.229 0.163 2.323 0.2088
H -2.063 1.747 2.504 0.2195
H -1.999 1.080 0.799 0.2150
H 0.093 0.399 2.829 0.2253
H 0.347 1.708 1.597 0.2008
H 1.287 -0.372 0.766 0.2432
H -0.410 -1.038 0.635 0.2202
H -1.904 -2.622 -3.670 0.4724
H -1.331 -2.152 -2.325 0.4648
O -2.051 -2.007 -2.940 -0.9350
H 1.544 1.608 -0.887 0.4529
H 1.819 2.814 0.137 0.4718
O 2.127 2.345 -0.640 -0.9262
H 2.177 -2.589 -1.410 0.4579
H 1.711 -1.175 -1.572 0.4627
O 2.506 -1.687 -1.310 -0.9550
```

2S+1   2
Frontier orbital gap (alpha / beta)   10.55 / 6.93 eV
Highest occupied orbital energy (alpha / beta)   -10.144 / -9.770 eV

***

5.
Entry from the OMol25 dataset: 2 unconnected molecules or ions with the total composition C3H14BO7P2 (ωB97M-V/def2-TZVPD).

The geometry in XYZ format:
```
27
Properties=species:S:1:pos:R:3:nbo_charge:R:1
O 2.110 1.396 -3.533 -0.9675
B 2.249 0.610 -2.243 -0.1908
P 3.945 -0.361 -2.248 1.0018
O 4.951 0.884 -2.771 -1.0148
O 3.859 -1.315 -3.649 -1.0243
H 1.434 0.988 -4.071 0.4522
H 1.321 -0.154 -2.031 -0.0805
H 2.380 1.389 -1.295 -0.0983
H 4.578 1.256 -3.585 0.4658
H 3.920 -0.775 -4.445 0.4571
C -2.410 -2.090 2.985 -0.2480
O -1.450 -1.835 1.960 -0.8124
P -1.437 -0.439 1.205 2.5608
O -0.381 -0.293 0.223 -1.0455
O -1.440 0.651 2.373 -0.8317
C -0.203 0.842 3.076 -0.2554
O -2.928 -0.318 0.677 -0.8274
C -3.163 0.662 -0.347 -0.2510
H -2.801 -3.094 2.833 0.1874
H -1.920 -2.039 3.957 0.1776
H -3.234 -1.378 2.958 0.1916
H 0.555 0.126 2.760 0.2061
H -0.397 0.727 4.142 0.1720
H 0.162 1.847 2.876 0.1962
H -4.241 0.759 -0.449 0.1808
H -2.725 0.330 -1.286 0.2074
H -2.734 1.625 -0.071 0.1905
```

Charge   -1
Frontier orbital gap   5.14 eV
Highest occupied orbital energy   -2.559 eV

***

6.
Entry from the OMol25 dataset: a molecular structure, C3H14CoNOS at a distorted geometry (ωB97M-V/def2-TZVPD).

The geometry in XYZ format:
```
21
Properties=species:S:1:pos:R:3:nbo_charge:R:1
C 0.295 0.125 -2.862 -0.9213
Co 0.174 -0.556 -1.116 0.7811
N -0.270 -1.851 0.439 -1.0511
H 0.233 -1.803 -1.831 -0.2322
H 0.477 -1.803 1.139 0.3745
H -1.208 -1.024 -1.272 -0.3936
H 0.248 -0.716 -3.577 0.1923
H 1.193 0.696 -3.018 0.1776
H -0.580 0.796 -2.922 0.1809
H -1.156 -1.676 0.926 0.3755
H -0.315 -2.814 0.090 0.3914
C 0.904 0.727 2.464 -1.3268
S 0.831 1.579 0.856 1.0355
C -0.980 1.506 0.644 -0.9188
O 1.405 0.510 -0.146 -1.0024
H 1.210 1.485 3.191 0.1904
H 1.653 -0.067 2.401 0.2266
H -0.073 0.323 2.751 0.2038
H -1.431 1.723 1.613 0.2395
H -1.247 2.306 -0.055 0.2310
H -1.360 0.534 0.285 0.2460
```

2S+1   4
Charge   -1
Frontier orbital gap (alpha / beta)   2.55 / 8.17 eV
Highest occupied orbital energy (alpha / beta)   0.488 / -4.948 eV

***

7.
Entry from the OMol25 dataset: 2 unconnected molecules or ions with the total composition C3H14N10P at a distorted geometry (ωB97M-V/def2-TZVPD).

The geometry in XYZ format:
```
28
Properties=species:S:1:pos:R:3:nbo_charge:R:1
C -1.559 -1.814 0.274 0.6477
C 2.880 -0.706 0.384 0.6674
C -1.481 1.815 0.807 0.6169
N 0.691 0.515 -1.959 -1.0126
N -0.344 -1.588 0.670 -0.9263
N 1.884 -0.223 0.977 -0.9663
N -2.240 -2.793 0.899 -0.7621
N -1.991 -1.312 -0.891 -0.8218
N 3.922 -1.077 1.091 -0.7486
N 2.984 -0.952 -0.962 -0.8320
N -1.869 2.917 1.487 -0.8135
N -1.969 1.380 -0.275 -0.8421
N -0.253 1.224 1.224 -0.9567
P 0.393 -0.127 0.382 2.0273
H 0.099 1.310 -2.083 0.3713
H -1.817 -3.245 1.718 0.4274
H -2.930 -3.264 0.371 0.4077
H -1.438 -0.394 -1.015 0.4316
H -2.962 -1.098 -1.135 0.4098
H 3.701 -1.259 2.103 0.4231
H 4.642 -1.470 0.623 0.3957
H 2.198 -0.459 -1.448 0.4297
H 3.821 -0.948 -1.499 0.4094
H -2.495 3.695 1.126 0.4365
H -1.336 3.130 2.299 0.3928
H -2.819 1.738 -0.746 0.3930
H 0.310 -0.208 -2.552 0.3558
H 0.131 1.502 2.125 0.4392
```

Charge   +1
Frontier orbital gap (alpha / beta)   8.73 / 8.73 eV
Highest occupied orbital energy (alpha / beta)   -12.594 / -12.595 eV

***

8.
Entry from the OMol25 dataset: 3 unconnected molecules or ions with the total composition C3H14N2O2 at a distorted geometry (ωB97M-V/def2-TZVPD).

The geometry in XYZ format:
```
21
Properties=species:S:1:pos:R:3:nbo_charge:R:1
C 2.504 -0.071 -0.435 -0.6133
C 0.991 -0.174 -0.739 -0.2355
N 0.207 0.204 0.475 -0.6594
C -1.093 -0.090 0.233 -0.0370
N -2.035 0.670 0.994 -0.8372
H 2.696 -0.854 0.342 0.2065
H 3.195 -0.257 -1.375 0.2188
H 2.813 0.819 0.073 0.2070
H 0.880 -1.182 -1.100 0.1847
H 0.456 0.323 -1.615 0.1957
H 0.310 -0.347 1.332 0.3602
H -1.224 0.152 -0.761 0.1654
H -1.188 -1.284 0.311 0.1268
H -2.028 1.667 0.732 0.3878
H -1.798 0.689 1.935 0.3422
H -1.734 -2.289 -1.369 0.4719
H -1.954 -3.661 -0.696 0.4702
O -1.319 -3.216 -1.297 -0.9391
H 0.368 3.705 0.656 0.4705
H 0.258 2.198 1.221 0.4942
O -0.305 2.997 1.082 -0.9800
```

Frontier orbital gap   10.07 eV
Highest occupied orbital energy   -9.284 eV

***

9.
Entry from the OMol25 dataset: a molecular structure, C3H14N2O2 at a distorted geometry (ωB97M-V/def2-TZVPD).

The geometry in XYZ format:
```
21
Properties=species:S:1:pos:R:3:nbo_charge:R:1
N 0.607 0.701 0.010 -0.9710
C 0.054 0.102 -1.148 -0.1633
C -1.147 0.893 -1.597 -0.6431
C 0.496 0.504 -2.486 -0.0668
N 1.504 -2.542 0.423 -1.0818
H -0.047 1.755 1.225 0.5084
H 1.479 -1.598 -0.009 0.3631
H -0.135 -0.963 -0.818 0.2628
H -2.052 0.701 -0.926 0.3227
H -0.868 1.909 -1.341 0.2592
H -1.561 0.857 -2.551 0.2444
H 0.956 1.583 -2.665 0.2471
H 0.406 -0.182 -3.402 0.2248
H 2.304 -2.564 1.033 0.3684
H 1.675 -3.196 -0.324 0.3546
H -0.579 2.701 2.454 0.4585
H 1.677 0.697 -0.040 0.3353
O -0.724 1.808 2.025 -1.0160
H -0.655 -0.385 1.709 0.4921
H -0.405 -1.818 1.477 0.4684
O -0.949 -1.259 2.042 -0.9678
```

Frontier orbital gap   6.41 eV
Highest occupied orbital energy   -7.985 eV

***

10.
Entry from the OMol25 dataset: 3 unconnected molecules or ions with the total composition C3H14N2O2 at a distorted geometry (ωB97M-V/def2-TZVPD).

The geometry in XYZ format:
```
21
Properties=species:S:1:pos:R:3:nbo_charge:R:1
C 1.549 1.631 1.249 -0.2047
C 0.246 0.855 0.824 -0.4368
C -0.448 1.501 -0.357 -0.2487
N -1.659 0.578 -0.539 -0.8397
N 2.327 2.202 0.243 -0.8458
H 1.353 2.496 2.089 0.1802
H 2.131 0.818 1.690 0.1835
H 0.589 -0.247 0.740 0.2182
H -0.459 1.100 1.680 0.2121
H 0.041 1.445 -1.358 0.1946
H -0.943 2.381 0.051 0.1968
H -2.368 1.183 -0.577 0.3415
H -1.548 0.196 -1.429 0.3465
H 2.170 3.048 -0.127 0.3580
H 2.518 1.607 -0.589 0.3480
H -1.703 -1.149 1.076 0.4722
H -2.667 -1.810 0.272 0.4580
O -1.896 -2.044 0.951 -0.9339
H 1.040 -5.488 -1.985 0.4727
H -0.336 -4.724 -1.961 0.4724
O 0.063 -5.579 -1.944 -0.9450
```

Frontier orbital gap   9.40 eV
Highest occupied orbital energy   -8.823 eV

***

E_tot values (in Ha) by entry order: -402.1416; -800.7251; -477.7569; -745.9157; -1357.1170; -2033.3863; -1011.4336; -382.6109; -382.4769; -382.5957.